No. 1
Here is a structure of composition C4H6O2 from OMol25. Energies are from ωB97M-V/def2-TZVPD.

Calculated values
Max |F| = 0.8 eV/A
Energy relative to the best compared isomer or geometry (same formula, charge and spin) = 75.4 kcal/mol
E = -8337.190 eV
HOMO = -9.23 eV

Last column: natural (NBO) charge in e.
Positions of all 12 atoms, in Å:
1 H -0.300 -2.027 1.101  0.19
2 H -0.876 -1.723 -0.570  0.18
3 C 1.106 0.189 0.220  0.11
4 C 0.045 1.063 -0.304  0.03
5 O 1.087 -1.151 -0.196  -0.51
6 H -1.226 0.821 -1.720  0.47
7 H 0.149 2.039 0.184  0.18
8 C -0.432 0.090 0.710  -0.30
9 C -0.257 -1.341 0.247  -0.08
10 H -1.089 0.346 1.545  0.22
11 O -0.317 1.132 -1.643  -0.70
12 H 2.110 0.563 0.428  0.21

---

No. 2
Here is a structure of composition C4H6O2 in a non-equilibrium geometry from OMol25. Energies are from ωB97M-V/def2-TZVPD.

Calculated values
Max |F| = 2.9 eV/A
Energy relative to the best compared isomer or geometry (same formula, charge and spin) = 122.5 kcal/mol
E = -8335.148 eV
HOMO = -7.89 eV

Last column: natural (NBO) charge in e.
Positions of all 12 atoms, in Å:
1 H -0.558 2.580 -1.478  0.07
2 H -1.154 -1.144 -1.182  0.18
3 C -0.308 1.657 -0.926  0.03
4 H 1.613 -0.133 -0.321  0.24
5 C 0.124 -0.217 1.371  -0.07
6 C -0.544 -0.528 -0.542  0.40
7 H 0.155 -0.845 2.272  0.18
8 H 0.330 0.830 1.598  0.21
9 O -0.385 0.638 -1.706  -0.51
10 C 0.810 -0.739 0.099  -0.49
11 H 1.072 -1.794 0.140  0.23
12 O -1.156 -0.305 0.675  -0.48

---

No. 3
Here is the molecule C4H6O2 in a non-equilibrium geometry from OMol25. Energies are from ωB97M-V/def2-TZVPD.

Calculated values
SMILES = C=C(C)OC=O
Max |F| = 6.7 eV/A
Energy relative to the best compared isomer or geometry (same formula, charge and spin) = 81.8 kcal/mol
E = -8336.913 eV
HOMO = -9.18 eV

Last column: natural (NBO) charge in e.
Positions of all 12 atoms, in Å:
1 H -1.354 -2.148 0.693  0.21
2 C 1.637 -0.124 -0.138  0.64
3 H -2.439 -0.882 1.046  0.20
4 O 1.481 0.427 0.858  -0.53
5 H -2.200 1.061 0.298  0.24
6 H 2.451 -0.931 -0.430  0.14
7 O 0.508 -0.585 -0.834  -0.55
8 C -0.724 -0.098 -0.261  0.32
9 H -0.552 1.965 0.452  0.23
10 H -1.136 2.046 -0.992  0.23
11 C -1.549 -1.142 0.383  -0.47
12 C -1.144 1.389 -0.195  -0.67

---

No. 4
Here is a structure of composition C4H6O2 from OMol25. Energies are from ωB97M-V/def2-TZVPD.

Calculated values
Max |F| = 0.2 eV/A
Energy relative to the best compared isomer or geometry (same formula, charge and spin) = 120.8 kcal/mol
E = -8335.224 eV
HOMO = -8.38 eV

Last column: natural (NBO) charge in e.
Positions of all 12 atoms, in Å:
1 C 1.228 0.367 0.273  -0.10
2 H -0.978 -0.141 1.583  0.23
3 O 0.541 1.600 0.484  -0.54
4 H 1.602 -0.110 1.189  0.19
5 H 2.058 0.539 -0.421  0.20
6 C 0.045 -0.338 -0.365  0.19
7 H -2.072 -0.390 0.140  0.22
8 H -0.272 0.660 -1.177  0.19
9 C -1.107 -0.033 0.506  -0.55
10 C -0.726 1.350 -0.080  0.14
11 H -0.531 -2.050 -0.991  0.49
12 O 0.212 -1.452 -1.141  -0.66

---

No. 5
Here is the molecule C4H6O2 in a non-equilibrium geometry from OMol25. Energies are from ωB97M-V/def2-TZVPD.

Calculated values
SMILES = C=C1CCOO1
Max |F| = 1.2 eV/A
Energy relative to the best compared isomer or geometry (same formula, charge and spin) = 87.1 kcal/mol
E = -8336.684 eV
HOMO = -9.22 eV

Last column: natural (NBO) charge in e.
Positions of all 12 atoms, in Å:
1 H -1.574 -0.270 -1.595  0.18
2 H 1.356 1.429 1.725  0.21
3 C -1.131 -0.833 -0.768  -0.09
4 O 0.129 -1.370 -1.186  -0.25
5 H -1.367 0.993 0.415  0.23
6 O 0.966 -0.232 -1.171  -0.25
7 H 2.655 0.988 0.414  0.22
8 C 1.633 0.964 0.785  -0.48
9 H -1.761 -1.667 -0.456  0.20
10 C 0.703 0.342 0.072  0.29
11 H -0.853 -0.427 1.365  0.23
12 C -0.756 0.083 0.400  -0.50

---

No. 6
Here is the molecule C4H6O2 in a non-equilibrium geometry from OMol25. Energies are from ωB97M-V/def2-TZVPD.

Calculated values
SMILES = O[C@H]1C[C@H]2O[C@@H]12
Max |F| = 1.8 eV/A
Energy relative to the best compared isomer or geometry (same formula, charge and spin) = 69.9 kcal/mol
E = -8337.431 eV
HOMO = -9.73 eV

Last column: natural (NBO) charge in e.
Positions of all 12 atoms, in Å:
1 H -0.154 -1.167 1.681  0.22
2 C 0.275 -0.735 -0.458  0.09
3 O 1.556 -0.720 -1.002  -0.70
4 H -1.412 1.286 1.356  0.23
5 C -0.708 0.384 -0.850  0.05
6 H -1.361 0.354 -1.724  0.20
7 C -0.881 0.685 0.609  0.03
8 H 1.848 0.204 -0.981  0.48
9 H -0.192 -1.698 -0.664  0.18
10 O -0.121 1.571 -0.468  -0.52
11 C 0.145 -0.335 1.031  -0.47
12 H 1.006 0.170 1.471  0.22